{"formula": "C4H8N2O", "method": "ωB97M-V/def2-TZVPD", "homo_energy_ev": [-7.9969, -7.9984], "energy_ev": -9299.476, "symbols": ["C", "C", "C", "C", "N", "N", "O", "H", "H", "H", "H", "H", "H", "H", "H"], "xyz": [[-0.31, -1.03, 1.42], [0.30, -0.55, 0.26], [0.86, 1.99, -0.08], [0.46, 0.63, -0.49], [-0.44, -2.29, 0.81], [-0.05, -1.80, -0.44], [-1.58, 1.03, -1.22], [-0.66, -0.57, 2.28], [0.74, 2.69, -0.92], [1.95, 1.95, -0.09], [0.72, 2.33, 0.95], [0.58, 0.45, -1.47], [-1.35, -2.72, 1.00], [0.78, -2.27, -0.75], [-2.01, 0.16, -1.26]]}


{"formula": "C3H11NOS", "method": "ωB97M-V/def2-TZVPD", "homo_energy_ev": -8.7157, "energy_ev": -17661.393, "symbols": ["C", "N", "C", "C", "S", "H", "H", "H", "H", "H", "H", "H", "H", "H", "H", "H", "O"], "xyz": [[-1.41, 0.16, -1.31], [-1.07, 0.91, -0.12], [0.33, 0.89, 0.24], [0.63, 0.39, 1.69], [-0.60, -0.62, 2.57], [-0.95, 0.57, -2.21], [-2.49, 0.20, -1.47], [-1.15, -0.89, -1.22], [-1.50, 1.80, 0.00], [0.88, 0.27, -0.47], [0.91, 1.82, 0.17], [1.62, -0.07, 1.70], [0.74, 1.25, 2.36], [-1.14, -1.16, 1.44], [2.30, -1.98, -0.62], [0.98, -1.75, -1.29], [1.91, -1.76, -1.48]]}


{"formula": "C46H47CsN10O6S", "method": "ωB97M-V/def2-TZVPD", "homo_energy_ev": -1.6902, "energy_ev": -87037.439, "charge": -2, "symbols": ["Cs", "C", "N", "C", "C", "C", "C", "C", "C", "C", "N", "C", "C", "C", "C", "C", "C", "N", "C", "C", "H", "H", "H", "H", "H", "H", "H", "H", "H", "H", "H", "H", "H", "H", "H", "H", "H", "H", "H", "H", "O", "C", "O", "C", "C", "C", "C", "C", "C", "N", "C", "C", "C", "C", "C", "C", "N", "H", "H", "H", "H", "H", "H", "H", "H", "H", "H", "N", "C", "C", "C", "N", "C", "N", "O", "C", "O", "C", "C", "C", "C", "O", "C", "O", "C", "C", "H", "H", "H", "H", "H", "C", "C", "N", "C", "S", "N", "C", "C", "H", "H", "H", "H", "H", "H", "H", "H", "H", "H", "H", "H"], "xyz": [[-0.02, -0.71, 0.67], [-0.36, -3.30, -2.21], [-0.90, -1.97, -2.42], [0.08, -1.11, -3.04], [-2.18, -1.90, -3.07], [-2.75, -3.01, -3.66], [-4.00, -2.96, -4.28], [-4.69, -1.76, -4.28], [-4.14, -0.63, -3.69], [-2.88, -0.64, -3.05], [-2.37, 0.41, -2.34], [-2.78, 1.68, -2.59], [-2.96, 2.21, -3.89], [-3.21, 3.55, -4.13], [-3.30, 4.44, -3.08], [-3.13, 3.96, -1.78], [-2.87, 2.62, -1.51], [-2.61, 2.17, -0.20], [-2.34, 3.18, 0.79], [-3.51, 1.15, 0.31], [-0.16, -3.84, -3.15], [-1.04, -3.90, -1.60], [0.59, -3.20, -1.68], [0.43, -1.49, -4.02], [0.97, -1.04, -2.40], [-0.34, -0.13, -3.17], [-2.21, -3.94, -3.65], [-4.42, -3.85, -4.72], [-5.67, -1.69, -4.73], [-4.71, 0.28, -3.67], [-2.88, 1.52, -4.73], [-3.32, 3.89, -5.16], [-3.50, 5.50, -3.25], [-3.20, 4.66, -0.96], [-3.23, 3.77, 1.08], [-1.58, 3.88, 0.44], [-1.97, 2.69, 1.69], [-4.50, 1.57, 0.56], [-3.09, 0.70, 1.21], [-3.63, 0.38, -0.44], [3.36, -2.12, 6.61], [3.40, -0.79, 6.68], [3.78, -0.22, 7.68], [2.88, -0.06, 5.49], [1.79, -0.51, 4.77], [1.38, 0.17, 3.63], [2.07, 1.30, 3.18], [3.15, 1.77, 3.93], [3.54, 1.10, 5.08], [1.63, 1.77, 1.94], [1.72, 2.97, 1.56], [1.23, 3.33, 0.21], [1.33, 4.62, -0.27], [0.81, 4.91, -1.52], [0.21, 3.89, -2.24], [0.18, 2.61, -1.68], [0.66, 2.34, -0.48], [3.28, -2.45, 5.69], [1.25, -1.41, 5.06], [0.54, -0.17, 3.06], [3.72, 2.62, 3.58], [4.38, 1.45, 5.66], [2.13, 3.77, 2.18], [1.80, 5.39, 0.34], [0.85, 5.91, -1.92], [-0.26, 4.06, -3.20], [-0.29, 1.78, -2.19], [2.64, -2.49, -0.35], [3.28, -2.93, 0.51], [4.06, -3.46, 1.55], [3.72, -3.27, 2.90], [3.45, -3.11, 4.01], [5.24, -4.19, 1.25], [6.20, -4.78, 1.00], [-0.87, -2.76, 2.10], [-1.48, -2.01, 2.89], [-1.83, -0.83, 2.66], [-1.74, -2.55, 4.29], [-1.20, -3.76, 4.68], [-1.37, -4.26, 5.97], [-2.11, -3.49, 6.84], [-2.45, -3.76, 8.15], [-2.99, -2.53, 8.63], [-3.37, -1.74, 7.51], [-2.65, -2.28, 6.45], [-2.49, -1.77, 5.19], [-0.62, -4.30, 3.95], [-0.94, -5.20, 6.29], [-2.22, -2.00, 9.21], [-3.87, -2.74, 9.24], [-2.89, -0.82, 4.87], [0.67, 1.60, -5.41], [2.07, 2.20, -5.37], [2.63, 2.36, -4.04], [3.34, 1.47, -3.31], [4.11, 1.99, -1.91], [3.41, 0.21, -3.77], [4.08, -0.88, -3.07], [3.54, -2.22, -3.53], [0.29, 1.59, -6.43], [-0.02, 2.18, -4.79], [0.65, 0.58, -5.03], [2.05, 3.20, -5.81], [2.77, 1.61, -5.98], [2.61, 3.27, -3.62], [2.84, -0.05, -4.57], [3.92, -0.75, -2.00], [5.16, -0.81, -3.25], [2.48, -2.31, -3.29], [4.07, -3.02, -3.02], [3.67, -2.35, -4.61]]}


Going through the records in order, we get relative energy (zero: lowest compared OMol25 entry of this formula, charge and spin) values of 159.5 23.7 4.4 kcal per mole.